ORCA calculation (wB97M-V/def2-TZVPD) on C38H47AsO8Tl as an isolated structure.

```
! wB97M-V def2-TZVPD RIJCOSX def2/J DEFGRID3
* xyz 1 1
Tl -0.487 0.382 -0.503
C -3.418 -1.725 0.135
C -3.197 -1.411 1.600
O -2.380 -0.264 1.728
C -1.834 -0.126 3.032
C -0.930 1.076 3.086
O 0.339 0.719 2.561
C 1.385 1.633 2.830
C 1.452 2.787 1.846
O 1.501 2.410 0.479
C 2.769 2.151 -0.099
C 3.314 0.777 0.192
O 2.383 -0.195 -0.245
C 2.645 -1.484 0.298
C 1.585 -2.448 -0.160
O 0.425 -2.248 0.641
C -0.579 -3.241 0.502
C -1.513 -3.026 -0.672
O -2.232 -1.795 -0.644
H -4.014 -0.930 -0.311
H -3.982 -2.660 0.067
H -2.738 -2.254 2.121
H -4.174 -1.237 2.059
H -1.243 -1.012 3.282
H -2.635 -0.021 3.768
H -0.827 1.408 4.121
H -1.382 1.888 2.506
H 2.304 1.054 2.817
H 1.277 2.063 3.833
H 2.312 3.412 2.108
H 0.553 3.397 1.945
H 3.501 2.897 0.226
H 2.627 2.250 -1.174
H 3.515 0.658 1.259
H 4.266 0.658 -0.335
H 2.634 -1.437 1.393
H 3.628 -1.839 -0.028
H 1.949 -3.473 -0.035
H 1.368 -2.263 -1.216
H -1.133 -3.232 1.438
H -0.124 -4.233 0.397
H -2.205 -3.875 -0.723
H -0.938 -2.995 -1.596
O 0.182 -0.857 -2.723
As 0.644 -1.522 -4.167
C -0.133 -0.569 -5.627
C -1.199 0.281 -5.349
C -1.786 0.989 -6.390
C -1.301 0.849 -7.685
C -0.228 0.006 -7.953
C 0.363 -0.707 -6.921
C 2.552 -1.484 -4.339
C 3.274 -2.528 -4.914
C 4.661 -2.458 -4.958
C 5.317 -1.353 -4.429
C 4.591 -0.311 -3.858
C 3.209 -0.377 -3.808
C 0.091 -3.353 -4.317
C -1.031 -3.672 -5.076
C -1.512 -4.976 -5.077
C -0.871 -5.953 -4.326
C 0.252 -5.634 -3.570
C 0.734 -4.334 -3.562
H -1.548 0.390 -4.329
H -2.616 1.657 -6.189
H -1.758 1.407 -8.495
H 0.147 -0.095 -8.965
H 1.204 -1.364 -7.121
H 2.759 -3.383 -5.336
H 5.230 -3.268 -5.404
H 6.399 -1.302 -4.463
H 5.109 0.552 -3.458
H 2.634 0.414 -3.345
H -1.525 -2.908 -5.662
H -2.387 -5.228 -5.663
H -1.244 -6.971 -4.334
H 0.754 -6.401 -2.993
H 1.605 -4.081 -2.971
C -3.262 3.897 -1.122
C -2.434 3.323 -2.242
O -2.053 2.167 -2.204
C -2.058 4.207 -3.385
C -2.762 5.372 -3.677
C -2.389 6.158 -4.759
C -1.298 5.793 -5.538
C -0.585 4.637 -5.241
C -0.969 3.843 -4.172
H -3.334 3.169 -0.318
H -4.271 4.127 -1.479
H -2.824 4.828 -0.756
H -3.610 5.667 -3.070
H -2.948 7.056 -4.990
H -1.002 6.412 -6.376
H 0.269 4.355 -5.848
H -0.435 2.931 -3.934
*
```

Computed properties:
Energy above the lowest of the compared OMol25 structures with the same formula, charge and spin = 0.0 kJ/mol
Gap between HOMO and LUMO = 9.43 eV

ORCA calculation (wB97M-V/def2-TZVPD) on C38H47FN8O4S2Sn as an isolated structure.

```
! wB97M-V def2-TZVPD RIJCOSX def2/J DEFGRID3
* xyz 0 1
Sn -2.350 -0.720 -0.582
C 0.410 3.870 1.358
C -0.872 4.265 0.721
N -1.004 4.335 -0.601
N 0.028 3.829 -1.204
C -0.074 3.319 -2.488
S -1.397 2.542 -3.158
S 1.263 3.819 -3.514
C 0.987 5.594 -3.524
C -0.232 6.224 -4.201
C -0.291 7.633 -4.358
C -1.447 8.258 -4.829
C -2.476 7.500 -5.332
C -2.398 6.096 -5.354
C -1.267 5.451 -4.757
C -1.910 4.931 1.499
C -1.568 5.630 2.627
C -2.527 6.202 3.491
C -3.877 6.056 3.203
C -4.282 5.339 2.085
C -3.352 4.559 1.314
O -3.702 3.697 0.419
H 0.280 3.580 2.366
H 1.088 4.711 1.382
H 0.935 3.113 0.796
H 1.854 5.928 -4.140
H 1.001 6.009 -2.517
H 0.563 8.115 -3.835
H -1.478 9.347 -4.672
H -3.316 8.028 -5.731
H -3.222 5.576 -5.871
H -1.194 4.331 -4.777
H -0.505 5.790 2.914
H -2.134 6.819 4.283
H -4.706 6.581 3.666
H -5.366 5.215 1.957
C -5.257 0.327 -0.376
C -5.558 -1.098 0.004
N -4.318 -1.971 -0.231
C -3.988 -3.007 0.828
C -3.501 -2.337 2.109
N -2.600 -1.197 1.794
C -2.877 0.076 2.456
C -4.071 0.773 1.860
N -4.105 0.868 0.390
H -6.193 0.916 -0.371
H -4.960 0.295 -1.448
H -6.330 -1.482 -0.623
H -5.894 -1.170 1.073
H -4.407 -2.456 -1.126
H -3.226 -3.695 0.383
H -4.875 -3.598 0.988
H -2.995 -3.067 2.754
H -4.338 -2.009 2.748
H -1.657 -1.488 1.981
H -1.938 0.656 2.398
H -3.047 -0.118 3.556
H -4.112 1.826 2.226
H -5.077 0.304 2.201
H -4.000 1.857 0.094
C 3.800 -5.197 -3.413
C 3.670 -3.769 -2.977
N 2.546 -3.511 -2.099
C 1.415 -3.082 -2.676
C 0.336 -2.530 -1.987
C -1.034 -2.482 -2.711
O -1.069 -2.649 -3.928
O -2.117 -2.395 -1.979
C 0.460 -2.393 -0.507
O -0.479 -1.840 0.176
C 1.689 -2.881 0.082
C 2.000 -2.631 1.443
C 3.083 -3.229 2.014
F 3.206 -3.290 3.362
C 4.119 -3.864 1.244
C 3.895 -3.995 -0.183
C 2.751 -3.482 -0.722
N 5.220 -4.388 1.837
C 5.662 -5.799 1.653
C 5.256 -6.559 2.894
N 6.151 -6.005 4.012
C 6.018 -4.515 4.207
C 5.956 -3.677 2.931
H 4.796 -5.447 -3.691
H 3.178 -5.427 -4.269
H 3.367 -5.863 -2.669
H 3.427 -3.163 -3.866
H 4.506 -3.236 -2.510
H 1.429 -3.327 -3.704
H 1.186 -2.116 1.991
H 4.636 -4.423 -0.833
H 6.763 -5.842 1.533
H 5.138 -6.172 0.795
H 5.470 -7.646 2.814
H 4.218 -6.436 3.252
H 7.097 -6.252 3.808
H 5.907 -6.481 4.887
H 6.847 -4.258 4.919
H 5.068 -4.334 4.799
H 6.942 -3.379 2.508
H 5.348 -2.805 3.259
*
```

Computed properties:
Energy above the lowest of the compared OMol25 structures with the same formula, charge and spin = 211.0 kJ/mol
Gap between HOMO and LUMO (alpha / beta) = 4.21 / 2.93 eV